Entry from the OMol25 dataset: 4 unconnected molecules or ions with the total composition C50H41ClO9P in a non-equilibrium geometry (ωB97M-V with the def2-TZVPD basis set).

* LUMO: -0.1589 Eh
* DFT total energy: -92747.6079 eV
* orbital gap: 6.50 eV
* total charge: +1
* maximum force: 4.404 eV/Å

Structure (XYZ):
```
102
C50H41ClO9P, DFT ωB97M-V with the def2-TZVPD basis set
C 3.84601 2.21155 -0.37426
C 4.09969 1.49562 -1.81447
C 2.94040 0.40075 -2.04018
C 3.65316 -1.03722 -2.26458
O 4.16480 -1.47666 -0.94956
P 4.83512 -3.01609 -1.04214
Cl 6.73953 -2.98996 -1.97463
C 4.82453 -3.97708 0.57119
C 5.94822 -3.54635 1.62970
C 6.09021 -1.97083 1.86400
C 4.79883 -1.28130 2.49697
O 4.13317 -0.44109 1.84776
O 4.35095 -1.54919 3.83628
H 4.83564 2.39246 0.17246
H 3.32408 3.21066 -0.58896
H 3.17848 1.57338 0.30857
H 5.09963 0.93282 -1.81964
H 4.15653 2.26061 -2.66030
H 2.34172 0.72733 -2.95910
H 2.19457 0.34718 -1.17143
H 4.49483 -0.90521 -3.02642
H 2.84918 -1.72985 -2.68012
H 3.99734 -3.75593 -1.96421
H 5.05237 -5.07383 0.28664
H 3.76104 -4.00908 1.01717
H 5.63639 -4.00928 2.63951
H 6.96447 -4.02210 1.39082
H 6.40272 -1.41680 0.91155
H 6.95040 -1.83513 2.62116
H 4.43033 -0.66792 4.27387
C 8.22940 0.29444 11.85729
C 7.58910 1.34690 11.20672
C 6.82625 1.10245 10.07060
C 6.71099 -0.19589 9.57383
C 7.37238 -1.24645 10.21166
C 8.12284 -0.99998 11.36168
C 7.29896 -2.62139 9.66680
O 7.87246 -3.53985 10.22401
C 6.52369 -2.86095 8.42759
C 6.49192 -4.13932 7.86989
C 5.75577 -4.37622 6.71393
C 5.04136 -3.34009 6.11588
C 5.07556 -2.06286 6.66684
C 5.82472 -1.81987 7.81785
C 5.88224 -0.44892 8.37434
O 5.26027 0.45869 7.84775
H 8.81708 0.48497 12.74921
H 7.68330 2.35853 11.58728
H 6.32561 1.92549 9.57120
H 8.62828 -1.81466 11.86965
H 7.04337 -4.95170 8.33216
H 5.73684 -5.37048 6.27921
H 4.46207 -3.52708 5.21876
H 4.52236 -1.25940 6.19649
C -3.70151 2.12635 -4.41174
C -4.91126 2.41655 -3.78478
C -5.05418 2.20839 -2.41739
C -3.99029 1.69753 -1.67417
C -2.78643 1.38405 -2.30676
C -2.64066 1.61056 -3.67609
C -1.66615 0.79537 -1.53930
O -0.61094 0.52405 -2.09077
C -1.84746 0.53228 -0.09318
C -0.82135 -0.07493 0.63224
C -0.97755 -0.31356 1.99312
C -2.15466 0.06130 2.63670
C -3.18133 0.66128 1.91681
C -3.03323 0.88915 0.54814
C -4.14676 1.49650 -0.21606
O -5.17767 1.82046 0.34581
H -3.58788 2.29766 -5.47720
H -5.74276 2.80712 -4.36256
H -5.99707 2.44108 -1.93349
H -1.70281 1.38152 -4.17131
H 0.09966 -0.36666 0.13785
H -0.18015 -0.79047 2.55400
H -2.27334 -0.11854 3.70014
H -4.09791 0.94682 2.42256
C -10.84222 4.89372 -6.49815
C -11.75132 4.66244 -7.52800
C -11.59567 3.55950 -8.35985
C -10.52184 2.68970 -8.17154
C -9.59767 2.93491 -7.15539
C -9.76677 4.03318 -6.31131
C -8.42607 2.04746 -6.97569
O -7.61947 2.25895 -6.08525
C -8.24405 0.90458 -7.89892
C -7.11507 0.09326 -7.77850
C -6.94246 -0.99024 -8.63268
C -7.90039 -1.27318 -9.60369
C -9.02366 -0.46424 -9.73058
C -9.19282 0.63222 -8.88443
C -10.37477 1.50810 -9.05125
O -11.21084 1.26376 -9.90306
H -10.96968 5.74974 -5.84368
H -12.58337 5.34176 -7.68089
H -12.30992 3.38159 -9.15712
H -9.05899 4.22160 -5.51088
H -6.36647 0.30606 -7.02213
H -6.06123 -1.61672 -8.54058
H -7.76868 -2.12310 -10.26526
H -9.76408 -0.68673 -10.49195
```

These are the Löwdin partial charges, in e, on atoms 1 to 99: C -0.11; C -0.22; C -0.16; C -0.24; O -0.34; P 0.73; Cl 0.35; C -0.28; C -0.22; C -0.10; C -0.36; O 0.06; O 0.01; H 0.08; H 0.08; H 0.06; H 0.09; H 0.11; H 0.13; H 0.10; H 0.13; H 0.13; H 0.07; H 0.12; H 0.13; H 0.13; H 0.13; H 0.12; H 0.15; H 0.12; C -0.05; C -0.05; C 0.00; C -0.09; C -0.08; C 0.01; C -0.28; O 0.11; C -0.08; C 0.01; C -0.06; C -0.07; C -0.01; C -0.08; C -0.28; O 0.10; H 0.11; H 0.11; H 0.12; H 0.12; H 0.12; H 0.11; H 0.09; H 0.10; C -0.05; C -0.04; C 0.01; C -0.08; C -0.09; C 0.00; C -0.28; O 0.07; C -0.08; C -0.01; C -0.06; C -0.05; C 0.01; C -0.08; C -0.28; O 0.11; H 0.11; H 0.10; H 0.13; H 0.12; H 0.10; H 0.10; H 0.11; H 0.12; C -0.05; C -0.05; C 0.01; C -0.08; C -0.08; C 0.00; C -0.27; O 0.08; C -0.08; C 0.00; C -0.06; C -0.05; C 0.01; C -0.08; C -0.28; O 0.11; H 0.11; H 0.11; H 0.12; H 0.12; H 0.12



Entry from the OMol25 dataset: a molecular structure, C50H41F6N6OS3Zr in a non-equilibrium geometry (ωB97M-V with the def2-TZVPD basis set).

* LUMO: -0.2915 Eh
* DFT total energy: -113571.1922 eV
* orbital gap: 8.29 eV
* total charge: +3
* maximum force: 2.081 eV/Å

Structure (XYZ):
```
108
C50H41F6N6OS3Zr, DFT ωB97M-V with the def2-TZVPD basis set
Zr 1.81211 0.51526 -1.46358
N 1.19211 0.55647 0.49357
S 0.25215 0.68910 1.62635
N -0.84220 -0.48813 1.84390
S -2.18807 -0.67619 1.07460
N -2.19948 -0.45971 -0.46177
S -1.11320 -0.93344 -1.58256
N -0.14570 0.12468 -1.97975
C -0.48505 -2.47315 -0.88330
C 0.74100 -2.52041 -0.23389
C 1.08697 -3.67206 0.45472
C 0.23290 -4.76669 0.46263
C -0.96975 -4.72341 -0.22905
C -1.34346 -3.56596 -0.89184
C -2.17442 -1.48332 -2.89945
C -3.55552 -1.38365 -2.82835
C -4.31258 -1.89156 -3.87263
C -3.69125 -2.48004 -4.96612
C -2.30560 -2.57423 -5.02090
C -1.53947 -2.08558 -3.97770
C -2.68195 -2.29618 1.61522
C -3.88596 -2.79867 1.14019
C -4.32296 -4.02409 1.60994
C -3.57217 -4.71998 2.55135
C -2.37624 -4.19508 3.02417
C -1.92103 -2.97204 2.55889
C -3.51437 0.36921 1.64031
C -4.37600 0.97177 0.73490
C -5.44844 1.69909 1.22609
C -5.64587 1.81440 2.59569
C -4.77589 1.19802 3.48734
C -3.70447 0.46278 3.01244
C 1.11107 0.65439 3.18029
C 0.53272 0.17169 4.34421
C 1.26104 0.23393 5.52196
C 2.54023 0.77507 5.52227
C 3.11009 1.24699 4.34528
C 2.39400 1.18809 3.16269
C -0.67487 2.21533 1.59457
C -1.08528 2.66844 0.34822
C -1.83416 3.83113 0.27787
C -2.14760 4.52541 1.44021
C -1.71453 4.06637 2.67644
C -0.97100 2.89889 2.76266
H 1.42096 -1.68024 -0.27695
H 2.03445 -3.72491 0.97499
H 0.51000 -5.66140 1.00429
H -1.62512 -5.58374 -0.24830
H -2.28541 -3.52059 -1.42365
H -4.02424 -0.91275 -1.97540
H -5.39167 -1.83656 -3.82729
H -4.29164 -2.86876 -5.77745
H -1.82416 -3.03571 -5.87211
H -0.46278 -2.18388 -3.98393
H -4.47515 -2.23952 0.42157
H -5.26010 -4.43181 1.25612
H -3.93021 -5.66779 2.93059
H -1.80158 -4.73328 3.76598
H -0.99609 -2.54007 2.91124
H -4.20511 0.86604 -0.32673
H -6.13562 2.16474 0.53257
H -6.49120 2.37671 2.96940
H -4.94136 1.27691 4.55321
H -3.03095 -0.04855 3.69115
H -0.46418 -0.24957 4.32351
H 0.82929 -0.13899 6.44056
H 3.09297 0.83446 6.45030
H 4.10870 1.66216 4.35732
H 2.79502 1.54555 2.22271
H -0.83015 2.09575 -0.53484
H -2.17239 4.19785 -0.68272
H -2.73334 5.43350 1.38183
H -1.93770 4.62002 3.57839
H -0.62147 2.53526 3.72055
C 1.51619 4.87504 -2.19351
C 2.74334 5.34912 -1.75162
C 3.61024 4.48795 -1.09538
C 3.24497 3.16286 -0.91787
N 2.06372 2.70090 -1.38260
C 1.21771 3.54377 -1.99135
C 4.11133 2.17199 -0.22868
C 5.23400 2.53319 0.50019
C 6.01469 1.53871 1.07251
C 5.64358 0.21232 0.92377
C 4.48647 -0.06854 0.22152
N 3.74251 0.88125 -0.34852
H 0.81475 5.52374 -2.69757
H 3.02229 6.38064 -1.92008
H 4.56509 4.85033 -0.74588
H 0.27768 3.12356 -2.32905
H 5.50117 3.57114 0.63064
H 6.90270 1.79885 1.63330
H 6.24335 -0.58418 1.34001
H 4.14589 -1.08840 0.08814
C 3.27897 -2.09758 -4.47739
C 3.08538 -0.82023 -3.66966
O 2.54650 -1.01773 -2.39926
C 2.12738 0.12201 -4.45220
F 0.93071 -0.43039 -4.57804
F 2.54434 0.52331 -5.62421
F 1.87886 1.29934 -3.68628
C 4.43987 -0.08723 -3.47161
F 4.16830 1.17284 -2.95009
F 5.16885 -0.71888 -2.55382
F 5.15652 0.07684 -4.55486
H 2.31429 -2.58353 -4.60913
H 3.93414 -2.77035 -3.92724
H 3.71659 -1.87639 -5.44917
```

These are the Löwdin partial charges, in e, on atoms 1 to 99: Zr 1.70; N -0.42; S 0.85; N -0.35; S 0.93; N -0.36; S 0.86; N -0.40; C -0.30; C -0.09; C -0.04; C -0.03; C -0.04; C -0.06; C -0.33; C -0.06; C -0.04; C -0.03; C -0.03; C -0.07; C -0.32; C -0.06; C -0.03; C -0.03; C -0.04; C -0.06; C -0.31; C -0.06; C -0.03; C -0.03; C -0.03; C -0.05; C -0.32; C -0.07; C -0.03; C -0.03; C -0.04; C -0.06; C -0.30; C -0.10; C -0.05; C -0.03; C -0.03; C -0.04; H 0.04; H 0.12; H 0.13; H 0.13; H 0.12; H 0.09; H 0.12; H 0.13; H 0.12; H 0.11; H 0.12; H 0.13; H 0.13; H 0.12; H 0.10; H 0.10; H 0.12; H 0.13; H 0.12; H 0.12; H 0.10; H 0.12; H 0.13; H 0.12; H 0.09; H 0.06; H 0.12; H 0.12; H 0.12; H 0.12; C 0.00; C 0.02; C 0.04; C -0.18; N -0.05; C -0.10; C -0.21; C 0.03; C 0.00; C 0.00; C -0.10; N -0.06; H 0.13; H 0.14; H 0.13; H 0.12; H 0.12; H 0.13; H 0.13; H 0.13; C 0.06; C -0.41; O -0.27; C -0.52; F 0.17